C46H85BrF18IO14PS | the ωB97M-V functional and the def2-TZVPD basis

The geometry in ORCA input format:
```
! RIJCOSX wB97M-V def2-TZVPD def2/J DEFGRID3
* xyz 0 1
C -5.50327 -4.10264 0.60677
C -6.69282 -3.43876 -0.06261
C -6.38414 -2.15652 -1.02655
C -7.57572 -1.76316 -2.08980
O -8.92317 -1.88267 -1.52061
C -9.24209 -0.85627 -0.53248
C -10.86324 -0.50412 -0.75619
C -11.76147 -1.72804 -0.73436
C -9.13054 -1.34674 1.04450
C -7.97566 -0.47683 1.81696
C -8.26605 -0.29475 3.45496
F -8.31250 -1.66844 4.00042
F -9.55312 0.45337 3.53720
C -7.06038 0.65399 4.01636
F -5.73138 0.41323 3.38166
F -7.43290 2.06825 3.63530
S -6.80295 0.65989 5.86238
F -7.32398 2.32835 5.92926
F -5.19836 1.29003 5.59267
F -6.21908 -0.94831 5.92754
F -8.41738 0.23093 6.23334
F -6.50824 0.77835 7.55571
C -7.38546 -2.38080 -3.60447
O -6.01433 -2.08427 -3.99331
C -5.70754 -0.90238 -4.70768
C -4.22628 -1.17062 -5.45219
C -3.19114 -2.06930 -4.56718
C -2.39810 -1.20913 -3.37185
F -3.19302 -1.05207 -2.13387
F -1.89636 0.05062 -3.96601
C -1.06630 -2.12165 -2.93377
F -1.64537 -3.44412 -2.48811
F -0.09217 -2.29871 -4.03711
C -0.24784 -1.50615 -1.65398
F -0.49067 -0.06597 -1.38750
F 1.21934 -1.64280 -1.97597
C -0.47612 -2.29980 -0.23504
F -1.91283 -2.31240 0.21227
F 0.16480 -3.64643 -0.17930
F 0.23937 -1.47864 0.81244
C -5.41144 0.47170 -3.79952
O -6.32437 1.58865 -4.14164
C -5.92592 2.79747 -3.35789
C -7.27644 3.70732 -3.00881
C -8.14059 2.79993 -1.90861
C -7.38681 -4.04707 -3.68350
I -8.78375 -5.15669 -2.51082
C -5.85678 -4.68539 -3.45966
C -5.88849 -6.32575 -3.21272
P -8.76394 -1.83623 -4.80646
O -8.80920 -0.06109 -4.70990
Br -10.84561 -2.46447 -4.20169
H -4.81286 -3.41916 1.26410
H -5.23490 -5.25168 0.42552
H -7.72891 -3.94377 0.13959
H -6.27886 -1.21342 -0.30169
H -5.32636 -2.31154 -1.49653
H -7.43927 -0.58435 -2.24998
H -8.68932 0.16525 -0.64282
H -11.28674 0.58000 -0.87459
H -12.32866 -2.13338 -1.67524
H -11.87151 -2.37900 0.25976
H -9.02196 -2.51992 1.16284
H -10.16158 -1.08245 1.58542
H -6.97808 -1.12698 1.76147
H -7.80824 0.60627 1.40661
H -6.38041 -0.54431 -5.58885
H -4.47496 -1.79154 -6.43479
H -3.74144 -0.16042 -5.83786
H -3.61901 -3.07998 -4.15158
H -2.31338 -2.38777 -5.31283
H -4.31290 0.89176 -4.00188
H -5.42321 0.18881 -2.64868
H -5.40058 2.52179 -2.33856
H -5.15467 3.39485 -4.03890
H -7.96803 3.75577 -3.98051
H -7.02618 4.76361 -2.57150
H -8.79234 2.04316 -2.53639
H -8.78113 3.46884 -1.18080
H -7.32012 2.17729 -1.31403
H -7.61034 -4.26905 -4.83697
H -5.29024 -4.21635 -2.55222
H -5.29844 -4.54135 -4.50096
H -6.07677 -6.56884 -2.08246
H -4.80003 -6.71195 -3.49450
H -6.64061 -6.85094 -3.94215
H -8.50371 0.20261 -5.64878
C 5.72795 -0.33183 3.12096
O 4.70070 0.01378 4.04277
C 4.37975 1.40790 3.99920
C 3.06265 1.64914 3.25781
O 3.19947 1.37869 1.85914
C 2.60712 0.13784 1.49181
H 5.82154 -1.42021 3.10331
H 5.49236 0.01374 2.10998
H 6.68057 0.09531 3.44722
H 5.19632 1.98607 3.54860
H 4.26517 1.73875 5.03608
H 2.79594 2.70640 3.35054
H 2.25065 1.05640 3.69608
H 1.51737 0.21117 1.56087
H 2.96781 -0.68254 2.11861
H 2.87613 -0.07567 0.45332
C 2.80183 1.37707 -5.65181
O 1.75774 1.89548 -4.83601
C 1.62584 1.17902 -3.60403
C 2.21268 1.97509 -2.43590
O 3.63853 2.05494 -2.52904
C 4.07663 3.33331 -2.97556
H 2.94140 2.05101 -6.50032
H 3.74506 1.31028 -5.10150
H 2.52262 0.39021 -6.03198
H 2.08753 0.18606 -3.67459
H 0.55399 1.04052 -3.43175
H 1.98594 1.44921 -1.50340
H 1.76513 2.97461 -2.37727
H 3.89952 4.08034 -2.19564
H 3.57490 3.63125 -3.90049
H 5.15216 3.27884 -3.16705
C 11.81952 2.05635 3.60552
O 12.04008 0.83148 2.91598
C 11.20025 -0.22174 3.39959
C 10.04782 -0.49882 2.43121
O 9.11164 0.58355 2.41827
C 9.24180 1.39206 1.25427
H 12.38152 2.84295 3.09656
H 10.76036 2.33056 3.60700
H 12.18413 1.97609 4.63363
H 10.82332 0.00528 4.40482
H 11.82462 -1.11792 3.46854
H 9.50360 -1.38311 2.77673
H 10.42373 -0.70663 1.42211
H 8.89666 0.83772 0.37604
H 10.27353 1.72328 1.10651
H 8.60892 2.27547 1.37867
C 10.68743 -3.12237 -2.75935
O 12.09929 -3.29681 -2.78432
C 12.78985 -2.22186 -2.13929
C 13.29589 -2.64036 -0.75675
O 12.21016 -2.82606 0.15694
C 11.93154 -4.20264 0.38700
H 10.22180 -4.03645 -3.13524
H 10.32400 -2.93876 -1.74387
H 10.40297 -2.29183 -3.41179
H 12.15448 -1.32973 -2.07207
H 13.65048 -1.97565 -2.76891
H 13.91596 -1.83508 -0.35110
H 13.91503 -3.54327 -0.82157
H 12.74196 -4.65401 0.96766
H 11.79352 -4.74841 -0.55060
H 11.00717 -4.27234 0.96760
C 4.68744 7.41646 7.69278
O 3.94880 7.35718 6.47816
C 4.70667 6.77922 5.41042
C 4.26148 5.34166 5.13141
O 4.63099 4.46857 6.20346
C 3.52051 4.12886 7.02624
H 4.01088 7.73033 8.49114
H 5.10652 6.44051 7.95525
H 5.49016 8.15426 7.60513
H 5.78246 6.82371 5.62209
H 4.51322 7.38610 4.52048
H 4.77924 4.98088 4.23739
H 3.18281 5.29460 4.93899
H 2.83892 3.47124 6.47792
H 2.98632 5.01889 7.37045
H 3.89508 3.58977 7.90117
*
```

Properties
* E_HOMO: -7.956 eV
* E_tot: -224896.1980 eV
* SMILES string: C=CC[C@H](O[C@@H](C=C)CCC(F)(F)C(F)(F)S(F)(F)(F)(F)F)[C@@](O[C@H](CCC(F)(F)C(F)(F)C(F)(F)C(F)(F)F)COCCC)([C@H](I)CC)P(O)Br.COCCOC.COCCOC.COCCOC.COCCOC.COCCOC
* Kohn-Sham gap: 5.7 eV